Entry 1:
The following is a quantum chemistry calculation of 2 unconnected molecules or ions with the total composition C2H6OSi at a distorted geometry, from the Open Molecules 2025 dataset.

The frontier orbital gap (alpha / beta) comes out at 8.174 / 10.837 eV. For the LUMO energy (alpha / beta), the calculation gives 0.722 / -1.025 eV. The value obtained for the energy relative to the best compared isomer or geometry (same formula, charge and spin) is 0.4485 eV. The HOMO energy (alpha / beta) comes out at -7.5 / -11.9 eV. Its multiplicity is 3.

Each line ends with the Mulliken charge.
Geometry (Å):
Si 0.714 0.503 1.228  0.516
O -2.040 -0.560 -2.240  -0.329
C 0.430 -1.006 0.210  -0.950
C -1.249 0.149 -1.738  0.063
H 0.829 1.700 0.383  -0.140
H 1.971 0.384 1.986  -0.127
H 1.107 -1.296 -0.577  0.417
H -0.391 0.658 2.173  -0.121
H -1.062 1.215 -1.877  0.254
H -0.310 -1.747 0.453  0.418


Entry 2:
The following is a quantum chemistry calculation of 2 unconnected molecules or ions with the total composition C2H6P2 at a distorted geometry, from the Open Molecules 2025 dataset.

The frontier orbital gap comes out at 9.901 eV. Its SMILES is CC#P.P. For the LUMO energy, the calculation gives 0.576 eV. The value obtained for the energy relative to the best compared isomer or geometry (same formula, charge and spin) is 1.1309 eV. The HOMO energy comes out at -9.3 eV. Its multiplicity is 1.

Each line ends with the Mulliken charge.
Geometry (Å):
P -1.296 -1.938 1.910  -0.084
P 2.541 2.562 -0.626  -0.331
C 1.245 1.684 -0.623  0.125
C 0.229 0.824 -1.073  -0.304
H -0.756 -2.684 0.826  0.051
H -1.656 -0.990 0.939  0.001
H 0.685 -0.119 -1.515  0.239
H -0.147 -1.139 2.023  0.038
H -0.330 0.431 -0.200  -0.010
H -0.517 1.369 -1.661  0.274


Entry 3:
The following is a quantum chemistry calculation of a single C2H6P2S2 molecule at a distorted geometry, from the Open Molecules 2025 dataset.

The frontier orbital gap (alpha / beta) comes out at 6.889 / 6.803 eV. For the LUMO energy (alpha / beta), the calculation gives -1.309 / -0.917 eV. The value obtained for the energy relative to the best compared isomer or geometry (same formula, charge and spin) is 3.3738 eV. The HOMO energy (alpha / beta) comes out at -8.2 / -7.7 eV. Its multiplicity is 1.

Each line ends with the Mulliken charge.
Geometry (Å):
S 1.601 -0.339 2.530  -0.224
S 1.311 1.654 2.192  -0.123
P 0.782 1.864 0.136  0.091
P -0.556 -0.809 -0.639  0.156
C -0.799 1.156 0.061  -0.751
C 0.707 -0.434 -1.799  -0.678
H 0.364 -0.191 -2.767  0.297
H 0.336 -0.985 2.677  0.173
H -1.472 1.575 -0.702  0.377
H -1.224 1.238 1.105  0.374
H 1.448 -1.146 -1.931  0.336
H 0.470 -1.153 0.344  -0.028


Entry 4:
The following is a quantum chemistry calculation of a single C2H6S molecule at a distorted geometry, from the Open Molecules 2025 dataset.

The frontier orbital gap comes out at 10.142 eV. Its SMILES is CCS. For the LUMO energy, the calculation gives 1.075 eV. The value obtained for the energy relative to the best compared isomer or geometry (same formula, charge and spin) is 0.1029 eV. The HOMO energy comes out at -9.1 eV. Its multiplicity is 1.

Each line ends with the Mulliken charge.
Geometry (Å):
S 0.096 0.349 1.229  -0.223
C 1.597 0.252 -1.168  -1.011
C 1.353 -0.470 0.163  -0.411
H 2.322 -0.581 0.682  0.314
H 2.384 -0.242 -1.682  0.322
H 0.669 0.176 -1.765  0.319
H 1.954 1.268 -0.994  0.287
H 1.059 -1.493 -0.105  0.291
H -0.942 0.453 0.371  0.112


Entry 5:
The following is a quantum chemistry calculation of 2 unconnected molecules or ions with the total composition C2H6S at a distorted geometry, from the Open Molecules 2025 dataset.

The frontier orbital gap (alpha / beta) comes out at 8.834 / 3.383 eV. For the LUMO energy (alpha / beta), the calculation gives -5.169 / -10.613 eV. The value obtained for the energy relative to the best compared isomer or geometry (same formula, charge and spin) is 2.6288 eV. The HOMO energy (alpha / beta) comes out at -14.0 / -14.0 eV. Its multiplicity is 2. Its charge is +1.

Each line ends with the Mulliken charge.
Geometry (Å):
S -0.618 1.701 -0.149  0.299
C 1.209 -1.652 0.274  -0.543
C 0.003 -2.222 0.130  -0.405
H 1.380 -0.816 -0.404  0.232
H -0.235 -3.093 0.739  0.223
H 0.632 1.169 -0.071  0.324
H -0.719 -2.039 -0.654  0.272
H 1.982 -1.835 1.003  0.250
H -0.127 2.778 -0.856  0.347


Entry 6:
The following is a quantum chemistry calculation of 2 unconnected molecules or ions with the total composition C2H6Se2 at a distorted geometry, from the Open Molecules 2025 dataset.

The frontier orbital gap (alpha / beta) comes out at 8.537 / 9.063 eV. For the LUMO energy (alpha / beta), the calculation gives 0.559 / -0.463 eV. The HOMO energy (alpha / beta) comes out at -8.0 / -9.5 eV. Its multiplicity is 3.

Each line ends with the Mulliken charge.
Geometry (Å):
Se -1.875 1.415 -0.687  -0.109
Se 0.215 -2.700 0.479  -0.014
C -0.108 2.019 -0.778  -0.660
C 0.469 -0.962 1.099  -0.107
H 0.765 1.238 -1.099  0.253
H -0.193 -0.355 0.496  -0.220
H 1.034 -3.292 1.447  0.097
H -1.970 0.615 -2.063  0.118
H 0.128 2.589 0.060  0.358
H 1.535 -0.568 1.045  0.283


Entry 7:
The following is a quantum chemistry calculation of 33 unconnected molecules or ions with the total composition C2H72N5O32P2S at a distorted geometry, from the Open Molecules 2025 dataset.

The frontier orbital gap comes out at 8.294 eV. For the LUMO energy, the calculation gives -3.259 eV. The HOMO energy comes out at -11.6 eV. Its multiplicity is 1. Its charge is +1.

Each line ends with the Mulliken charge.
Geometry (Å):
S 0.121 1.833 0.196  -0.386
P -0.169 -0.070 0.149  0.085
P 5.648 -2.938 -0.980  0.277
O -7.715 -5.298 -2.357  -0.660
O -0.398 7.134 -0.689  -0.605
O -8.601 -2.622 -3.242  -0.662
O 1.828 -6.653 4.293  -0.654
O 3.214 0.700 1.992  -0.590
O -4.571 5.411 0.769  -0.666
O -5.562 -4.069 -0.439  -0.597
O 7.962 3.426 -0.138  -0.621
O 0.342 4.203 -2.122  -0.575
O -6.064 -1.428 -2.166  -0.629
O -1.968 4.417 0.518  -0.099
O -0.558 7.338 -3.819  -0.599
O 1.765 -8.853 1.107  -0.646
O 2.400 -9.695 3.867  -0.652
O -10.628 -5.282 -3.781  -0.618
O 7.422 0.361 1.155  -0.628
O 6.913 2.278 2.952  -0.565
O -3.246 0.302 -1.581  -0.532
O 4.654 3.201 -0.527  -0.627
O -1.257 6.052 3.589  -0.634
O 9.311 0.521 3.698  -0.612
O -11.412 -2.836 -2.416  -0.646
O 2.436 -2.540 4.961  -0.605
O 2.844 1.495 -2.413  -0.647
O -4.129 3.604 3.270  -0.606
O -2.230 10.318 -4.428  -0.646
O -1.322 -3.384 -0.067  -0.611
O -3.452 5.331 -2.325  -0.607
O 1.983 -4.143 2.242  -0.586
O -2.131 0.068 2.706  -0.552
O 0.276 0.178 -4.085  -0.551
O 5.487 -0.925 2.289  -0.692
N 2.656 -2.063 -1.707  -0.399
N 4.381 -2.223 -0.018  -0.102
N 1.227 -0.968 -0.454  0.318
N 6.877 -2.008 -0.891  -0.640
N 2.328 -1.207 0.284  0.524
C 1.459 -1.527 -1.650  -0.604
C 3.189 -1.873 -0.506  0.389
H -2.923 -0.300 3.110  0.277
H 1.353 -4.682 1.747  0.324
H -6.239 -1.923 -2.972  0.293
H -6.271 -2.051 -1.460  0.330
H 8.093 0.084 1.790  0.269
H -0.605 6.194 -0.602  0.310
H -4.133 5.733 -1.774  0.304
H 2.602 -0.921 1.223  0.176
H -0.311 -0.344 -4.643  0.285
H 8.508 3.219 -0.902  0.308
H 7.164 3.819 -0.515  0.317
H 2.600 0.864 -1.735  0.421
H 4.098 2.776 -1.192  0.331
H -5.025 -4.708 0.037  0.303
H -4.455 3.756 2.375  0.345
H 1.916 -5.853 3.765  0.321
H -12.120 -2.738 -3.061  0.321
H 9.675 0.029 4.441  0.287
H -2.835 4.266 0.119  0.254
H 2.921 -1.736 4.756  0.313
H 7.006 3.237 2.941  0.295
H 2.521 -3.096 4.180  0.298
H -3.270 0.938 -2.303  0.277
H -0.965 7.558 -0.039  0.304
H -0.418 -0.588 1.429  0.155
H 1.078 4.813 -1.993  0.319
H 3.299 1.650 1.857  0.255
H -0.574 -2.789 0.012  0.296
H 1.639 -10.030 4.349  0.327
H -1.478 5.455 4.309  0.315
H -1.420 5.550 2.784  0.283
H -3.816 6.003 0.862  0.308
H 4.626 -2.060 0.957  0.214
H 2.438 -8.759 4.094  0.341
H -8.063 -4.454 -2.671  0.363
H -2.182 1.010 2.902  0.297
H -2.008 -2.992 0.486  0.335
H 7.595 1.972 3.565  0.294
H -1.131 6.645 -4.161  0.305
H -1.436 3.677 0.206  -0.015
H -1.696 9.639 -4.000  0.336
H -4.142 -0.060 -1.551  0.277
H 1.196 -7.189 3.799  0.352
H -5.250 5.812 1.323  0.314
H -0.225 6.984 -2.985  0.287
H 2.425 -8.311 0.666  0.299
H 2.260 -9.324 1.793  0.349
H 0.756 -1.479 -2.456  0.486
H 4.029 0.430 2.442  0.254
H -2.820 9.823 -5.003  0.306
H 5.913 -4.228 -0.483  0.100
H 5.142 2.473 -0.126  0.269
H 2.078 -3.344 1.719  0.217
H 6.651 -1.244 -0.264  0.260
H -8.662 -1.683 -3.043  0.326
H -1.220 -0.375 -0.740  0.165
H -8.397 -5.939 -2.579  0.328
H 6.117 -0.361 1.788  0.482
H 0.336 3.664 -1.322  0.096
H -6.107 -4.609 -1.026  0.325
H -11.745 -2.397 -1.626  0.293
H -9.409 -2.990 -2.852  0.293
H 10.006 1.145 3.462  0.327
H -3.193 3.812 3.203  0.246
H 0.388 1.003 -4.570  0.283
H 7.512 1.324 1.143  0.259
H 2.706 1.028 -3.244  0.268
H -2.696 5.922 -2.238  0.314
H -11.320 -5.245 -4.446  0.283
H 6.041 -1.437 2.888  0.235
H 5.090 -3.073 -2.261  0.113
H -10.970 -4.782 -3.029  0.360


Repeat the second record exactly.
The following is a quantum chemistry calculation of 2 unconnected molecules or ions with the total composition C2H6P2 at a distorted geometry, from the Open Molecules 2025 dataset.

The frontier orbital gap comes out at 9.901 eV. Its SMILES is CC#P.P. For the LUMO energy, the calculation gives 0.576 eV. The value obtained for the energy relative to the best compared isomer or geometry (same formula, charge and spin) is 1.1309 eV. The HOMO energy comes out at -9.3 eV. Its multiplicity is 1.

Each line ends with the Mulliken charge.
Geometry (Å):
P -1.296 -1.938 1.910  -0.084
P 2.541 2.562 -0.626  -0.331
C 1.245 1.684 -0.623  0.125
C 0.229 0.824 -1.073  -0.304
H -0.756 -2.684 0.826  0.051
H -1.656 -0.990 0.939  0.001
H 0.685 -0.119 -1.515  0.239
H -0.147 -1.139 2.023  0.038
H -0.330 0.431 -0.200  -0.010
H -0.517 1.369 -1.661  0.274